Computed, not measured: a cluster of 2 separate species, C10H21FN3O3 in total at a distorted geometry, with the ωB97M-V functional and the def2-TZVPD basis.

Geometry as XYZ:
```
38
Properties=species:S:1:pos:R:3:lowdin_charge:R:1
C 2.792 -0.041 -0.499 -0.08
C 2.141 -1.491 -0.898 -0.35
O 1.825 -1.638 -2.348 -0.11
C 0.818 -1.838 0.065 -0.09
C -0.528 -1.002 -0.355 -0.28
C -0.629 0.514 0.261 -0.08
C -1.703 1.337 -0.721 -0.30
C -1.694 2.947 -0.412 -0.03
C -0.574 3.638 -1.442 -0.16
O -0.918 3.948 -2.711 0.01
F 0.834 3.917 -1.039 -0.02
N -3.039 0.653 -0.528 0.09
C -2.925 -0.869 -0.674 -0.14
N -3.826 -1.562 -1.482 0.21
N -1.840 -1.711 0.010 0.04
H 2.190 0.787 -1.075 0.08
H 3.920 0.095 -0.778 0.10
H 2.595 0.142 0.658 0.08
H 2.956 -2.333 -0.672 0.16
H 2.378 -0.904 -2.782 0.12
H 0.582 -2.985 -0.166 0.14
H 1.091 -1.796 1.205 0.10
H -0.565 -0.887 -1.541 0.16
H -1.191 0.435 1.311 0.14
H 0.391 1.074 0.381 0.12
H -1.327 1.188 -1.841 0.17
H -1.321 3.066 0.715 0.15
H -2.712 3.496 -0.610 0.14
H -3.646 0.976 -1.339 0.15
H -4.332 -1.000 -2.209 0.15
H -3.982 -2.586 -1.317 0.16
H -1.968 -1.587 1.047 0.14
C 2.241 -0.415 3.876 -0.13
O 2.405 -0.999 2.597 -0.18
H 1.605 0.468 3.785 0.08
H 1.767 -1.135 4.548 0.08
H 3.217 -0.120 4.271 0.09
H 2.973 -1.780 2.710 0.10
```

Output
HOMO energy: -12.87 eV
Orbital gap: 8.22 eV
Total charge: +1
Spin multiplicity: 1
Energy above the lowest of the compared OMol25 structures with the same formula, charge and spin: 2.424 eV

---

Computed, not measured: a cluster of 3 separate species, C10H21FO5S2Si in total at a distorted geometry, with the ωB97M-V functional and the def2-TZVPD basis.

Geometry as XYZ:
```
40
Properties=species:S:1:pos:R:3:lowdin_charge:R:1
O -2.669 5.680 -1.770 -0.04
C -1.722 4.868 -1.223 -0.23
F -1.270 3.739 -2.067 -0.04
C -1.211 5.229 0.292 -0.30
Si 0.070 4.004 1.040 0.65
H -2.194 5.374 0.951 0.11
H -0.695 6.305 0.288 0.11
H -0.459 3.498 2.315 -0.08
H 0.466 2.908 0.165 -0.08
H 1.293 4.777 1.371 -0.08
O 0.281 0.969 -1.776 -0.33
S -0.132 -0.390 -2.059 0.67
O 0.335 -1.520 -1.282 -0.33
C -1.912 -0.436 -2.125 -0.23
C -2.243 -0.122 -3.576 -0.22
C -1.244 -0.923 -4.411 -0.22
C 0.138 -0.717 -3.794 -0.23
H -2.331 0.288 -1.423 0.11
H -2.231 -1.448 -1.858 0.11
H -3.277 -0.384 -3.819 0.12
H -2.110 0.949 -3.769 0.12
H -1.509 -1.987 -4.375 0.12
H -1.257 -0.617 -5.462 0.12
H 0.764 -1.606 -3.903 0.11
H 0.645 0.150 -4.227 0.11
O 2.633 -0.327 3.071 -0.32
S 1.424 -1.114 3.198 0.67
O 0.122 -0.509 3.395 -0.34
C 1.333 -2.236 1.817 -0.24
C 2.087 -3.471 2.286 -0.23
C 1.639 -3.707 3.727 -0.22
C 1.688 -2.361 4.449 -0.23
H 1.773 -1.774 0.931 0.10
H 0.277 -2.462 1.639 0.11
H 1.878 -4.336 1.649 0.12
H 3.167 -3.284 2.260 0.12
H 0.611 -4.091 3.732 0.12
H 2.268 -4.448 4.231 0.11
H 0.907 -2.284 5.210 0.10
H 2.668 -2.186 4.902 0.11
```

Output
HOMO energy: -10.19 eV
Orbital gap: 10.50 eV
Spin multiplicity: 1

---

Computed, not measured: a structure of composition C10H21INO2P2RhS at a distorted geometry, with the ωB97M-V functional and the def2-TZVPD basis.

Geometry as XYZ:
```
39
Properties=species:S:1:pos:R:3:mulliken_spin:R:1
C -4.073 3.244 -5.243 0.02
C -3.693 2.076 -4.353 0.04
H -4.922 3.061 -5.941 0.00
H -3.193 3.530 -5.807 0.00
H -4.305 4.088 -4.604 0.00
O -4.256 1.034 -4.385 0.04
I -1.807 2.095 -2.633 0.00
Rh -0.759 0.072 -0.731 2.08
P -1.514 0.912 1.383 0.26
C -2.278 -0.312 2.514 0.00
C -0.630 2.078 2.501 0.01
H -1.338 2.575 3.188 0.01
H -3.477 2.331 1.477 0.02
H -0.123 2.849 1.904 0.00
H -2.505 2.577 -0.028 0.00
H -1.490 -0.851 3.062 0.00
H 0.117 1.545 3.109 0.00
C -2.902 1.834 0.686 0.02
H -2.950 0.182 3.235 0.01
H -3.509 1.101 0.138 0.00
H -2.833 -1.044 1.909 0.00
P 1.338 -0.531 -1.721 0.26
C 1.699 -2.326 -1.819 0.00
C 0.849 -0.060 -3.395 0.02
H 2.859 1.339 -1.338 0.00
H 3.670 0.038 -2.259 0.01
H 3.434 -0.136 -0.499 0.00
C 2.979 0.249 -1.425 0.01
H 0.591 1.013 -3.395 0.00
H 1.658 -0.261 -4.109 0.02
H 2.424 -2.539 -2.622 0.01
H 0.754 -2.860 -2.001 0.00
H -0.053 -0.645 -3.623 0.00
H 2.108 -2.674 -0.858 0.00
C -0.099 -1.201 0.467 0.15
O -0.241 -2.329 0.863 0.07
S 1.840 -0.338 1.847 0.72
C 2.170 -1.682 2.774 -0.10
N 2.332 -2.669 3.374 0.32
```

Output
HOMO energy (alpha / beta): -13.80 / -15.97 eV
Orbital gap (alpha / beta): 6.25 / 6.07 eV
Total charge: +2
Spin multiplicity: 5
⟨S²⟩: 6.033
Energy above the lowest of the compared OMol25 structures with the same formula, charge and spin: 2.568 eV

---

Computed, not measured: a cluster of 2 separate species, C10H21NO2P in total at a distorted geometry, with the ωB97M-V functional and the def2-TZVPD basis.

Geometry as XYZ:
```
35
Properties=species:S:1:pos:R:3:lowdin_charge:R:1
C 1.695 1.029 -0.325 -0.44
C -2.509 0.818 1.361 -0.09
C -1.283 -1.427 2.001 -0.06
C -1.263 1.126 0.647 -0.10
C -0.090 -1.073 1.125 -0.10
C -2.149 -0.157 2.585 -0.32
C 3.949 2.183 -0.904 -0.09
C -0.596 -1.439 -2.719 -0.32
C 2.667 1.529 -1.420 -0.22
C 0.561 0.197 -0.841 -0.39
N -0.536 -0.096 0.078 -0.09
O 1.773 1.209 0.868 0.10
O -3.395 -0.594 3.007 -0.02
P 0.126 0.258 -2.607 0.91
H -2.976 1.670 1.785 0.12
H -3.343 0.196 0.885 0.16
H -2.001 -2.183 1.587 0.14
H -0.951 -2.047 2.863 0.13
H -1.444 1.815 -0.259 0.16
H -0.624 1.729 1.244 0.12
H 0.747 -0.540 1.544 0.12
H 0.378 -1.867 0.669 0.09
H -1.666 0.353 3.348 0.13
H 4.545 1.429 -0.338 0.09
H 3.707 3.144 -0.303 0.12
H 4.540 2.528 -1.730 0.06
H -0.965 -1.693 -1.764 -0.01
H 0.160 -2.053 -3.110 0.01
H -1.552 -1.274 -3.353 0.09
H 2.756 0.514 -1.948 0.10
H 2.067 2.251 -2.038 0.12
H 1.518 -1.381 -1.296 0.30
H -1.323 -0.531 -0.322 0.12
H -3.430 -1.102 3.811 0.11
H -1.055 0.967 -2.679 -0.06
```

Output
HOMO energy: -12.98 eV
Orbital gap: 7.83 eV
Total charge: +1
Spin multiplicity: 1
Energy above the lowest of the compared OMol25 structures with the same formula, charge and spin: 4.477 eV

---

Computed, not measured: a cluster of 5 separate species, C10H22BCl12N3O3P in total at a distorted geometry, with the ωB97M-V functional and the def2-TZVPD basis.

Geometry as XYZ:
```
52
Properties=species:S:1:pos:R:3:lowdin_charge:R:1
N 4.936 2.184 0.289 -0.03
C 4.694 1.131 -0.735 -0.26
C 3.204 0.928 -1.048 -0.21
C 2.798 -0.526 -1.054 -0.22
C 1.335 -0.755 -1.436 -0.16
C 0.369 -0.069 -0.497 -0.40
O -0.735 -0.833 -0.083 -0.10
B -1.376 0.123 0.891 -0.85
N -0.873 -0.022 2.346 0.08
O -1.105 1.477 0.264 -0.11
C -0.263 1.264 -0.865 -0.41
P -1.438 1.221 -2.325 0.84
N -1.220 2.802 -3.028 -0.22
O -2.938 1.355 -1.695 -0.31
H 4.817 1.725 1.184 0.06
H 4.215 2.889 0.212 -0.01
H 5.240 1.425 -1.624 0.09
H 5.119 0.219 -0.328 0.10
H 2.601 1.513 -0.364 0.10
H 3.016 1.351 -2.036 0.11
H 3.402 -1.089 -1.765 0.11
H 2.968 -0.970 -0.074 0.12
H 1.207 -0.479 -2.484 0.11
H 1.144 -1.814 -1.352 0.03
H 0.932 0.130 0.430 0.14
H -2.593 -0.003 0.924 0.03
H -0.127 0.638 2.552 0.02
H -0.458 -0.947 2.429 0.02
H 0.469 2.068 -0.998 0.10
H -1.209 3.538 -2.325 0.02
H -0.351 2.800 -3.547 0.00
H -2.989 2.181 -1.179 0.05
C 4.890 5.233 2.444 -1.55
Cl 3.485 5.067 1.395 0.55
Cl 5.933 6.547 1.893 0.51
Cl 4.397 5.487 4.119 0.52
H 5.455 4.311 2.391 0.00
C -1.188 -3.618 -0.141 -1.51
Cl 0.564 -3.798 -0.193 0.57
Cl -1.976 -4.798 -1.201 0.48
Cl -1.779 -3.775 1.511 0.54
H -1.425 -2.617 -0.490 0.00
C -5.541 0.427 3.292 -1.55
Cl -4.752 0.962 1.821 0.59
Cl -5.054 -1.221 3.705 0.51
Cl -5.200 1.527 4.640 0.49
H -6.610 0.426 3.131 0.00
C -5.292 -7.150 -1.855 -1.55
Cl -5.734 -5.979 -0.615 0.53
Cl -4.155 -6.448 -3.005 0.50
Cl -4.622 -8.613 -1.126 0.51
H -6.188 -7.425 -2.394 0.00
```

Output
HOMO energy: -4.62 eV
Orbital gap: 6.73 eV
Total charge: -1
Spin multiplicity: 1

---

Computed, not measured: a structure of composition C10H22BF4KN2O5 at a distorted geometry, with the ωB97M-V functional and the def2-TZVPD basis.

Geometry as XYZ:
```
45
Properties=species:S:1:pos:R:3:lowdin_charge:R:1
K 2.466 0.034 1.042 0.96
B 5.424 -0.719 4.365 -1.42
F 5.259 0.659 4.218 0.09
F 5.694 -1.361 3.178 0.09
F 6.566 -0.969 5.142 0.08
F 4.374 -1.389 4.813 0.17
C 0.673 -2.272 -5.720 -0.06
C 0.327 -3.505 -4.888 -0.21
O 1.463 -4.327 -4.522 -0.03
C 2.170 -4.152 -3.340 -0.46
O 1.765 -3.387 -2.427 0.06
O 3.314 -4.897 -3.360 -0.01
C 3.680 -5.781 -4.413 -0.04
H -0.178 -1.884 -6.280 0.08
H 1.437 -2.564 -6.441 0.08
H 0.989 -1.513 -5.005 0.08
H -0.420 -4.112 -5.398 0.12
H -0.156 -3.109 -3.994 0.11
H 4.275 -5.238 -5.147 0.10
H 2.759 -6.172 -4.845 0.09
H 4.164 -6.655 -3.976 0.10
C -1.791 -0.449 5.400 -0.33
O -1.722 -0.022 4.264 -0.01
N -2.504 0.215 6.360 -0.20
C -2.584 -0.188 7.771 -0.06
C -3.180 1.440 6.006 -0.06
H -1.278 -1.355 5.759 0.14
H -1.896 -0.889 8.243 0.09
H -3.515 -0.748 7.857 0.08
H -2.645 0.647 8.469 0.09
H -4.083 1.463 6.616 0.09
H -2.459 2.239 6.182 0.10
H -3.542 1.511 4.981 0.09
C -0.625 4.309 -2.719 -0.33
O -0.206 3.689 -1.732 -0.04
N -1.824 4.908 -2.623 -0.19
C -2.465 5.616 -3.726 -0.06
C -2.692 4.767 -1.394 -0.02
H -0.199 4.337 -3.734 0.14
H -3.406 5.125 -3.971 0.08
H -1.787 5.774 -4.565 0.09
H -2.805 6.544 -3.267 0.09
H -2.817 5.685 -0.819 0.08
H -3.711 4.596 -1.741 0.08
H -2.310 4.098 -0.623 0.08
```

Output
HOMO energy: -9.41 eV
Orbital gap: 8.42 eV
Spin multiplicity: 1

---

Computed, not measured: a structure of composition C10H22BGdN3O9S at a distorted geometry, with the ωB97M-V functional and the def2-TZVPD basis.

Geometry as XYZ:
```
47
Properties=species:S:1:pos:R:3:mulliken_spin:R:1
C -2.242 -1.667 3.245 -0.06
C -1.931 -2.696 2.156 -0.10
O -2.583 -3.893 2.384 -0.13
C -2.266 -2.211 0.695 -0.07
N -3.164 -1.081 0.593 -0.60
C -2.666 0.109 -0.157 0.02
C -1.807 0.937 0.808 -0.03
O -1.015 2.002 0.255 -0.02
C -0.526 1.891 -0.984 0.00
O -0.275 3.335 -1.371 -0.25
S 1.258 3.720 -1.193 -0.32
O 1.608 4.774 -2.202 0.16
O 1.688 4.180 0.033 0.03
O 1.851 2.313 -1.552 -0.01
C 0.860 1.268 -1.243 -0.16
C 0.850 0.457 -2.546 0.01
O -0.210 -0.463 -2.506 0.00
N -0.325 -1.158 -3.818 0.00
O -0.029 -2.241 -3.724 0.00
B 1.564 0.260 -0.198 0.01
O 0.894 -0.548 0.670 0.00
N 3.028 0.189 -0.278 0.00
C 3.663 1.146 0.664 0.00
C 3.484 -1.176 0.029 0.00
H -1.400 -1.009 3.399 0.00
H -3.141 -1.093 3.058 0.00
H -2.374 -2.199 4.173 0.00
H -0.866 -2.874 2.191 0.01
H -1.956 -4.481 2.833 0.00
H -2.741 -3.052 0.215 -0.01
H -1.329 -2.043 0.183 -0.02
H -3.940 -1.413 0.020 0.01
H -3.544 0.672 -0.424 0.01
H -2.138 -0.275 -1.019 -0.03
H -2.488 1.411 1.494 0.00
H -1.244 0.260 1.421 0.00
H -1.164 1.580 -1.801 -0.01
H 0.866 1.094 -3.433 0.03
H 1.785 -0.093 -2.567 0.00
H 1.019 -0.281 1.584 0.00
H 3.977 0.681 1.587 0.00
H 3.020 2.005 0.816 0.00
H 4.554 1.534 0.192 0.00
H 3.363 -1.408 1.080 0.00
H 2.976 -1.898 -0.585 0.00
H 4.541 -1.247 -0.161 0.00
Gd 0.515 4.683 -4.016 8.52
```

Output
HOMO energy (alpha / beta): -16.71 / -16.71 eV
Orbital gap (alpha / beta): 4.08 / 5.38 eV
Total charge: +3
Spin multiplicity: 8
⟨S²⟩: 16.779

---

Computed, not measured: a structure of composition C10H22BrO3PSi2 at a distorted geometry, with the ωB97M-V functional and the def2-TZVPD basis.

Geometry as XYZ:
```
39
Properties=species:S:1:pos:R:3:lowdin_charge:R:1
C 4.669 -0.483 0.218 -0.11
C 4.399 0.460 1.385 -0.26
C 2.943 0.880 1.596 -0.26
C 1.877 -0.208 1.339 -0.25
Si 0.627 0.261 0.031 0.52
C 1.503 0.247 -1.648 -0.26
C 0.804 1.006 -2.725 -0.86
O 0.403 2.140 -2.648 0.01
Br 0.612 0.005 -4.420 0.65
O -0.621 -0.822 0.153 -0.35
Si -1.940 -0.786 -0.892 0.37
C -2.843 -2.443 -0.656 -0.24
C -2.867 -2.783 0.801 -0.32
O -3.105 -1.965 1.674 0.01
P -3.434 0.816 -0.665 0.74
C -4.792 0.311 0.476 -0.34
C -2.702 2.375 -0.033 -0.35
H 5.736 -0.526 0.035 0.07
H 4.329 -1.486 0.443 0.07
H 4.211 -0.158 -0.708 0.05
H 4.785 -0.008 2.283 0.10
H 4.980 1.363 1.228 0.10
H 2.851 1.180 2.634 0.10
H 2.716 1.780 1.030 0.09
H 1.274 -0.329 2.235 0.07
H 2.306 -1.185 1.150 0.07
H 0.193 1.641 0.311 0.04
H 2.421 0.808 -1.479 0.08
H 1.794 -0.740 -1.978 0.07
H -1.431 -0.756 -2.275 -0.02
H -2.381 -3.225 -1.245 0.07
H -3.865 -2.299 -0.993 0.08
H -2.671 -3.831 1.083 0.12
H -4.482 0.392 1.511 0.03
H -5.617 0.984 0.291 0.02
H -5.076 -0.706 0.260 0.01
H -2.143 2.232 0.883 0.02
H -3.456 3.137 0.107 0.03
H -2.009 2.722 -0.790 0.02
```

Output
HOMO energy: -7.91 eV
Orbital gap: 8.52 eV
Spin multiplicity: 1

---

Question: Look up the spin multiplicity of the eighth one.
Answer: 1

---

Question: The highest spin multiplicity belongs to which entry?
Answer: C10H22BGdN3O9S

---

Question: The highest spin multiplicity belongs to which entry?
Answer: C10H22BGdN3O9S